[1]
Formula: C21H25AlCl45O2
Source: the OMol25 dataset
Level of theory: ωB97M-V/def2-TZVPD

Last column: Löwdin charge in e.
Cartesian coordinates (Å):
C: -2.6838 -4.0857 2.3456  -0.12
C: -3.3902 -4.4097 1.4191  -0.29
C: -4.1719 -4.7319 0.2392  -0.27
Al: -5.9173 -3.6226 0.3040  0.27
C: -5.7541 -2.0451 1.5945  -0.25
C: -4.6124 -1.0996 1.2552  -0.26
O: -4.7215 -0.6844 -0.1462  -0.11
C: -3.7446 -1.2094 -0.9101  -0.38
O: -2.6009 -0.8282 -0.8426  0.04
H: -1.9555 -3.5704 2.9254  0.01
H: -4.4525 -5.7893 0.2766  0.04
H: -3.5655 -4.5196 -0.6434  0.05
H: -6.0917 -3.0304 -1.1408  -0.13
H: -7.1463 -4.5885 0.6882  -0.12
H: -5.6442 -2.4536 2.6051  0.05
H: -6.7013 -1.4934 1.5275  0.03
H: -4.6615 -0.2322 1.9228  0.08
H: -3.6226 -1.5352 1.4035  0.10
H: -4.0752 -1.9819 -1.6179  0.11
C: -10.1927 -2.1468 1.0582  -1.54
Cl: -9.7034 -2.1609 2.7569  0.52
Cl: -9.8658 -0.5664 0.3355  0.50
Cl: -9.3822 -3.4310 0.1682  0.51
H: -11.2601 -2.3180 1.0168  0.00
C: -2.9734 2.6387 0.7609  -1.56
Cl: -4.6852 2.6163 1.1455  0.57
Cl: -2.4134 4.2499 0.2942  0.50
Cl: -2.0239 2.0417 2.1268  0.51
H: -2.8162 1.9704 -0.0787  -0.01
C: 1.1505 5.8844 -0.1436  -1.55
Cl: -0.2700 6.9281 -0.1484  0.51
Cl: 0.9524 4.6308 -1.3666  0.51
Cl: 2.6357 6.8041 -0.3982  0.50
H: 1.2096 5.4071 0.8263  0.02
C: 0.9730 0.3251 -1.3952  -1.50
Cl: 2.3497 -0.4964 -0.6593  0.53
Cl: 0.0498 1.1974 -0.1793  0.54
Cl: 1.5054 1.4198 -2.6846  0.53
H: 0.3284 -0.4242 -1.8372  0.02
C: 0.6124 1.4131 -6.2504  -1.56
Cl: -1.0754 1.0149 -5.9407  0.53
Cl: 1.3636 0.1955 -7.2863  0.52
Cl: 0.7579 3.0211 -6.9704  0.48
H: 1.1348 1.4194 -5.3035  -0.06
C: 3.9277 -1.6228 2.7689  -1.53
Cl: 3.6866 0.1155 2.9446  0.52
Cl: 5.0888 -1.9658 1.4799  0.51
Cl: 4.4619 -2.3384 4.2918  0.47
H: 2.9798 -2.0709 2.4996  0.02
C: 5.1302 -4.6476 7.7618  -1.54
Cl: 3.7149 -4.2886 8.7488  0.54
Cl: 4.8134 -6.0254 6.7000  0.53
Cl: 5.6072 -3.2351 6.8184  0.47
H: 5.9472 -4.9087 8.4220  0.01
C: 2.0851 6.5161 -9.0534  -1.54
Cl: 0.7230 5.5712 -8.4570  0.50
Cl: 3.6059 5.8780 -8.4314  0.53
Cl: 2.1001 6.5462 -10.8212  0.52
H: 1.9740 7.5327 -8.7005  0.01
C: -1.6387 -7.7035 3.8328  -1.41
Cl: -2.3828 -6.1071 3.8674  0.65
Cl: -0.3713 -7.7695 2.6020  0.51
Cl: -0.9776 -8.1610 5.4194  0.36
H: -2.3989 -8.4269 3.5701  0.02
C: 0.0090 6.4720 -14.4511  -1.56
Cl: -1.6822 6.0763 -14.1502  0.53
Cl: 0.7601 5.2637 -15.4947  0.52
Cl: 0.1607 8.0855 -15.1515  0.52
H: 0.5295 6.4677 -13.5032  -0.02
C: 5.3594 8.2670 2.7458  -1.57
Cl: 5.8038 8.9878 1.1972  0.52
Cl: 5.4680 9.4630 4.0411  0.49
Cl: 3.7417 7.5746 2.6663  0.52
H: 6.0588 7.4707 2.9600  -0.03
C: 1.5954 -7.9522 5.7325  -1.49
Cl: 0.5659 -6.6766 5.0898  0.41
Cl: 1.1990 -8.2875 7.4207  0.53
Cl: 1.4591 -9.4173 4.7565  0.51
H: 2.6211 -7.6122 5.6899  -0.03
C: -7.0213 -1.2733 -3.8489  -1.53
Cl: -6.3895 -2.7283 -4.6392  0.51
Cl: -7.7013 -1.6575 -2.2811  0.51
Cl: -5.7495 -0.0485 -3.7062  0.52
H: -7.8027 -0.8673 -4.4766  0.00
C: 8.4812 -4.9443 4.3201  -1.52
Cl: 7.4335 -3.6855 3.6624  0.51
Cl: 8.0888 -5.2769 6.0112  0.51
Cl: 8.3553 -6.4167 3.3554  0.53
H: 9.5043 -4.5960 4.2755  0.01
C: 9.6274 9.0476 3.7237  -1.54
Cl: 8.3165 8.0511 4.3597  0.54
Cl: 11.1807 8.5342 4.3859  0.53
Cl: 9.6524 8.9976 1.9620  0.53
H: 9.4505 10.0699 4.0309  0.02

Output
charge: -1
HOMO: -4.9999 eV
maximum force: 0.1957 Eh/bohr
spin multiplicity: 1
gap between HOMO and LUMO: 6.34 eV

---

[2]
Formula: C21H25BaN6O3
Source: the OMol25 dataset
Level of theory: ωB97M-V/def2-TZVPD

Last column: Löwdin charge in e.
Cartesian coordinates (Å):
Ba: -1.0762 -0.0077 -0.9028  1.89
C: 2.5838 0.4775 3.6314  -0.02
N: 1.5885 1.1485 2.7985  -0.12
C: 0.9105 2.2965 3.3893  -0.01
C: 1.2913 0.7425 1.5681  -0.43
O: 0.4263 1.2871 0.8646  -0.17
C: 2.0303 -0.4780 1.0024  -0.11
O: 1.8093 -0.5699 -0.3882  -0.21
C: 2.7826 0.0582 -1.1915  -0.10
C: 2.1116 0.6080 -2.4541  -0.41
O: 0.8737 0.6377 -2.5211  -0.19
N: 2.8975 1.0513 -3.4304  -0.13
C: 4.3536 0.9558 -3.3869  -0.02
C: 2.3290 1.5365 -4.6826  -0.01
H: 2.3265 0.6526 4.6735  0.10
H: 3.5863 0.8707 3.4534  0.10
H: 2.5804 -0.5981 3.4728  0.09
H: 1.6548 2.9957 3.7700  0.10
H: 0.2770 1.9697 4.2148  0.10
H: 0.3016 2.7862 2.6383  0.09
H: 1.6081 -1.3835 1.4468  0.14
H: 3.0949 -0.4439 1.2415  0.13
H: 3.5597 -0.6610 -1.4633  0.14
H: 3.2597 0.8950 -0.6683  0.15
H: 4.7314 1.0525 -2.3731  0.09
H: 4.7692 1.7744 -3.9701  0.10
H: 4.7010 0.0134 -3.8139  0.11
H: 1.2543 1.6318 -4.5857  0.09
H: 2.5585 0.8393 -5.4898  0.11
H: 2.7634 2.5064 -4.9206  0.10
N: -3.5704 -2.2959 3.9763  0.15
C: -3.4274 -1.0794 3.3842  -0.36
C: -2.8735 -0.9752 2.0901  -0.09
N: -2.6746 0.2055 1.5288  -0.06
C: -3.0349 1.2948 2.2291  -0.16
C: -3.5769 1.1743 3.4902  -0.12
N: -3.7747 -0.0037 4.0800  0.13
H: -3.4826 -3.1365 3.4340  0.10
H: -4.1030 -2.3339 4.8282  0.11
H: -2.5701 -1.8555 1.5357  0.05
H: -2.8825 2.2638 1.7723  0.10
H: -3.8745 2.0547 4.0473  0.11
N: -0.4534 -9.7568 3.5307  0.16
C: -0.5182 -8.7335 3.0125  -0.18
C: -0.5984 -7.4488 2.3608  -0.23
C: -0.7443 -7.3747 0.9789  -0.02
C: -0.8203 -6.1412 0.3600  -0.02
C: -0.7530 -4.9613 1.1064  -0.27
C: -0.6044 -5.0537 2.4957  -0.04
C: -0.5281 -6.2837 3.1202  -0.03
C: -0.8547 -3.6769 0.4725  -0.23
C: -1.0056 -2.5695 -0.0305  -0.28
H: -0.7989 -8.2852 0.3980  0.12
H: -0.9366 -6.0768 -0.7132  0.12
H: -0.5497 -4.1431 3.0791  0.11
H: -0.4132 -6.3530 4.1935  0.12

Output
charge: +1
relative energy (zero: lowest compared OMol25 entry of this formula, charge and spin): 0.00 kJ/mol
HOMO: -10.2211 eV
maximum force: 0.0058 Eh/bohr
spin multiplicity: 1
gap between HOMO and LUMO: 7.60 eV

---

[3]
Formula: C21H25BiNO3P2
Source: the OMol25 dataset
Level of theory: ωB97M-V/def2-TZVPD

Last column: natural (NBO) charge in e.
Cartesian coordinates (Å):
C: -1.6525 2.9206 -3.6848  -0.19
C: -1.2950 1.7513 -3.0525  -0.09
C: 0.0957 1.4500 -2.9604  0.15
C: 1.0678 2.4048 -3.3076  -0.02
C: 0.6578 3.5628 -3.9644  -0.16
C: -0.6984 3.8105 -4.1690  -0.23
C: 2.4992 2.0921 -2.9469  -0.45
C: 2.7813 0.6102 -2.9965  -0.04
C: 1.7264 -0.2628 -2.6682  0.11
C: 1.9501 -1.6608 -2.5044  0.00
C: 3.1892 -2.1580 -2.8572  -0.23
C: 4.1984 -1.3156 -3.3256  -0.23
C: 3.9983 0.0600 -3.3867  -0.17
H: -2.7245 3.1247 -3.8116  0.21
H: 1.4221 4.2582 -4.3291  0.22
H: -1.0141 4.6945 -4.7182  0.23
H: 3.1779 2.6314 -3.6065  0.23
H: 3.3525 -3.2351 -2.7841  0.21
H: 5.1362 -1.7424 -3.6633  0.23
H: 4.7821 0.7289 -3.7591  0.22
N: 0.4479 0.2098 -2.4844  -0.70
Bi: 0.0027 0.2164 0.1748  1.20
C: -2.3295 0.7842 -2.4571  -0.72
H: -2.1129 -0.2374 -2.8154  0.27
H: -3.3400 1.0599 -2.8102  0.26
C: 0.8110 -2.5818 -2.0439  -0.74
H: -0.0695 -2.3958 -2.6825  0.27
H: 1.0978 -3.6336 -2.2042  0.25
P: -2.4067 0.7259 -0.6177  1.01
P: 0.2185 -2.4342 -0.3108  0.94
C: 1.4530 -3.1587 0.8114  -0.96
H: 1.1142 -3.0536 1.8557  0.25
H: 1.6416 -4.2287 0.6234  0.27
H: 2.4134 -2.6251 0.7277  0.28
C: -1.3505 -3.3524 -0.1431  -0.95
H: -1.2143 -4.4468 -0.2049  0.26
H: -1.8118 -3.1221 0.8322  0.25
H: -2.0727 -3.0541 -0.9232  0.25
C: -2.7614 2.4183 -0.0777  -0.97
H: -3.6320 2.8408 -0.5991  0.27
H: -2.9581 2.4404 1.0034  0.26
H: -1.8978 3.0677 -0.2678  0.30
C: -3.7727 -0.3516 -0.0888  -0.96
H: -3.7178 -0.5066 0.9992  0.26
H: -4.7550 0.0923 -0.3196  0.28
H: -3.7197 -1.3430 -0.5643  0.26
C: -0.4830 -0.1877 2.5359  0.52
O: -0.7160 -0.3383 3.6428  -0.37
H: 2.7069 2.4836 -1.9244  0.25
O: 2.8941 3.4302 0.7765  -0.60
C: 2.1327 2.4661 0.7616  0.63
O: 0.9994 2.3912 0.0859  -0.86
H: 2.4029 1.5516 1.3645  0.04

Output
charge: +1
HOMO: -9.4497 eV
maximum force: 0.1103 Eh/bohr
spin multiplicity: 1
gap between HOMO and LUMO: 4.96 eV

---

[4]
Formula: C21H25CaN3O2
Source: the OMol25 dataset
Level of theory: ωB97M-V/def2-TZVPD

Last column: natural (NBO) charge in e.
Cartesian coordinates (Å):
Ca: -0.0490 0.0854 0.5308  1.75
C: 1.3827 -2.7750 1.2580  -0.43
N: 0.6609 -1.6913 1.9249  -0.51
C: 1.5527 -1.0135 2.8793  -0.23
C: 2.5715 -0.0711 2.2016  -0.43
C: 2.2005 1.4026 2.3939  -0.22
N: 1.0163 1.6899 1.6104  -0.60
C: 0.8910 2.8400 1.0568  0.18
C: -0.2457 3.2885 0.2982  -0.27
C: -0.1782 4.5671 -0.2873  -0.13
C: -1.2201 5.1004 -1.0000  -0.30
C: -2.3966 4.3487 -1.1402  -0.18
C: -2.5053 3.1047 -0.5757  -0.25
C: -1.4422 2.5072 0.1558  0.40
O: -1.5831 1.3305 0.6618  -0.87
C: -0.5261 -2.1991 2.6325  -0.23
C: -1.5624 -2.9229 1.7666  -0.41
C: -2.2225 -2.0648 0.6803  -0.24
N: -1.2412 -1.5577 -0.2532  -0.59
C: -1.3171 -1.8681 -1.4917  0.18
C: -0.4347 -1.4185 -2.5415  -0.26
C: -0.6706 -1.9317 -3.8306  -0.13
C: 0.0724 -1.5505 -4.9187  -0.30
C: 1.0907 -0.6059 -4.7375  -0.18
C: 1.3485 -0.0800 -3.4973  -0.26
C: 0.6146 -0.4603 -2.3424  0.41
O: 0.9113 0.0435 -1.1907  -0.89
H: 1.5981 -3.5978 1.9553  0.18
H: 2.3275 -2.4015 0.8662  0.21
H: 0.8062 -3.1542 0.4171  0.22
H: 2.0818 -1.7556 3.4948  0.19
H: 0.9267 -0.4223 3.5521  0.21
H: 2.6038 -0.2635 1.1248  0.22
H: 3.5701 -0.2506 2.5996  0.22
H: 3.0423 2.0551 2.1279  0.19
H: 1.9755 1.5780 3.4525  0.19
H: 1.6962 3.5765 1.1840  0.16
H: 0.7322 5.1453 -0.1643  0.20
H: -1.1363 6.0852 -1.4392  0.21
H: -3.2242 4.7620 -1.7043  0.21
H: -3.4135 2.5226 -0.6732  0.21
H: -1.0145 -1.3437 3.1109  0.20
H: -0.2047 -2.8959 3.4230  0.18
H: -2.3458 -3.2789 2.4387  0.22
H: -1.1185 -3.8056 1.3009  0.21
H: -2.7132 -1.2022 1.1471  0.21
H: -2.9917 -2.6618 0.1724  0.18
H: -2.1269 -2.5335 -1.8248  0.15
H: -1.4665 -2.6582 -3.9607  0.20
H: -0.1347 -1.9620 -5.8974  0.21
H: 1.6789 -0.2893 -5.5908  0.21
H: 2.1327 0.6540 -3.3570  0.21

Output
relative energy (zero: lowest compared OMol25 entry of this formula, charge and spin): 130.07 kJ/mol
HOMO: -7.4021 eV
maximum force: 0.0581 Eh/bohr
spin multiplicity: 1
gap between HOMO and LUMO: 7.96 eV